# 1
Formula: C19H42LuNO2P3S
Source: the OMol25 dataset
Level of theory: wB97M-V/def2-TZVPD

E in eV: -98266.4731
Strongest force on any atom in hartree/bohr: 0.064
E_HOMO in eV: -16.10
Orbital gap in hartree: 0.2427
ΔE to the lowest compared entry with this formula, charge and spin in eV: 2.871

```
! RIJCOSX wB97M-V def2-TZVPD def2/J DEFGRID3
* xyz 3 1
H -3.73 2.08 -4.63
H 3.38 1.03 1.96
H -2.02 3.50 0.97
H 0.38 3.83 0.72
C 0.62 -2.27 3.08
H -2.45 -2.74 2.57
H 0.20 -4.03 0.50
H -0.56 -4.68 -2.84
H 2.79 1.86 -1.23
P 2.36 -0.14 0.08
H 0.62 3.10 2.22
H -1.49 -3.63 1.36
C 2.22 -3.31 -2.69
H -3.85 1.72 -2.83
H 4.32 1.01 -0.83
O 0.14 1.97 -0.48
C 1.09 -4.03 -0.16
H -2.53 -2.28 0.86
H 1.32 -5.05 -0.48
H 1.64 0.76 2.23
C -1.66 -1.11 -5.45
H 3.24 0.40 -2.14
H 2.19 2.06 1.12
P 0.76 -2.98 -1.62
H 4.38 -1.01 1.12
H 1.64 -1.02 -6.21
C -0.29 -0.90 -5.21
H 0.05 -2.59 3.96
H 1.11 -3.14 2.63
C -0.90 1.82 0.27
C -2.54 3.33 -3.40
C -1.37 -0.38 3.13
H -1.72 3.51 -4.13
P -0.51 -1.43 1.90
H -2.61 4.07 -2.58
H 3.09 -3.61 -2.08
H -3.27 -0.98 -6.90
C 0.04 -0.81 -7.64
C 0.56 -0.93 -6.34
H -0.27 4.47 2.14
C -1.87 -2.65 1.65
H 1.40 -1.56 3.40
C -1.26 2.82 1.32
H -2.33 -1.35 -4.62
O -1.61 0.72 0.17
H -1.24 -3.04 -3.02
H 0.69 -0.76 -8.52
H 2.01 -4.08 -3.45
H -1.75 -0.48 -8.81
C 3.28 0.88 -1.15
H 2.50 -2.38 -3.22
H -2.25 0.08 2.67
Lu -0.06 -0.33 -1.06
H 2.96 -2.01 1.50
H -0.72 0.41 3.52
C 2.39 1.04 1.48
H -1.48 -3.93 -1.50
C -0.76 -3.74 -2.32
H -0.64 0.35 -2.81
H -1.62 2.34 2.24
C -2.19 -0.96 -6.74
H -1.68 -1.01 3.98
C 3.46 -1.45 0.70
C -1.34 -0.71 -7.83
C -3.43 2.33 -3.62
H 3.73 -2.15 -0.09
N -0.04 3.61 1.63
H 1.93 -3.61 0.41
S 0.35 -0.54 -3.51
*
```

These are the natural (NBO) partial charges, in e, on atoms 1 to 5: H 0.217; H 0.276; H 0.290; H 0.469; C -0.934

# 2
Formula: C3H3N2O3
Source: the OMol25 dataset
Level of theory: wB97M-V/def2-TZVPD

E in eV: -12281.3300
Strongest force on any atom in hartree/bohr: 0.068
E_HOMO in eV: -5.13
Orbital gap in hartree: 0.3392
ΔE to the lowest compared entry with this formula, charge and spin in eV: 2.834

```
! RIJCOSX wB97M-V def2-TZVPD def2/J DEFGRID3
* xyz -1 1
N -0.55 1.66 -0.67
H 0.20 -0.63 0.32
H 2.66 -0.19 -1.11
O -3.32 0.40 0.96
C 1.90 0.03 -0.46
H 2.19 0.61 0.44
O -1.23 -0.49 1.43
C -1.36 0.98 -0.18
N 0.95 -0.83 -0.39
C -2.13 0.16 0.83
O 0.68 -1.70 -1.18
*
```

These are the natural (NBO) partial charges, in e, on atoms 1 to 5: N -0.428; H 0.410; H 0.164; O -0.666; C -0.257

# 3
Formula: C6H6N2O2
Source: the OMol25 dataset
Level of theory: wB97M-V/def2-TZVPD

E in eV: -13392.1264
Strongest force on any atom in hartree/bohr: 0.073
SMILES: O=c1cc[nH]c(=O)[nH]1.C#C
E_HOMO in eV: -9.14
Orbital gap in hartree: 0.3519
ΔE to the lowest compared entry with this formula, charge and spin in eV: 2.500

```
! RIJCOSX wB97M-V def2-TZVPD def2/J DEFGRID3
* xyz 0 1
C -0.35 -1.32 -0.26
C -1.41 -0.93 -1.02
C -0.64 1.39 -1.23
N 0.36 0.97 -0.33
C 0.49 -0.97 2.92
H 1.17 1.55 -0.16
N -1.53 0.35 -1.61
H -0.35 -2.30 0.19
H -2.19 -1.60 -1.33
O -0.85 2.55 -1.60
C 1.63 -1.33 2.69
H -0.54 -0.72 3.15
O 1.74 -0.55 0.68
H -2.27 0.55 -2.22
C 0.74 -0.34 0.05
H 2.60 -1.69 2.40
*
```

These are the natural (NBO) partial charges, in e, on atoms 1 to 5: C -0.392; C 0.064; C 0.787; N -0.655; C -0.316

# 4
Formula: C20H46CrO3P4Se
Source: the OMol25 dataset
Level of theory: wB97M-V/def2-TZVPD

E in eV: -158523.5038
Strongest force on any atom in hartree/bohr: 0.100
E_HOMO (spin up / spin down) in eV: -17.38 / -16.89
Orbital gap (spin up / spin down) in hartree: 0.2810 / 0.1567
ΔE to the lowest compared entry with this formula, charge and spin in eV: 0.213

```
! RIJCOSX wB97M-V def2-TZVPD def2/J DEFGRID3
* xyz 3 4
H 0.28 -1.34 -5.56
C 0.02 0.53 -4.53
H 1.56 0.82 3.54
H -1.65 -2.79 -3.88
H 1.36 3.39 0.43
C -0.57 -3.13 -2.01
H 3.08 2.17 0.22
Cr -0.27 0.06 0.78
H -2.35 2.39 -1.21
C 1.48 1.85 3.20
P -0.28 -1.59 2.48
C 2.25 -1.13 -1.29
C -1.30 2.56 3.03
H -4.36 -0.54 1.24
H -2.44 -0.33 4.90
H 1.31 -0.31 -7.54
C 1.03 0.36 -6.70
C 0.48 -3.73 1.11
H -2.80 -1.65 -0.91
H 0.54 -4.79 1.33
C 1.29 1.73 -6.69
C 3.16 -0.53 1.33
C 0.46 3.52 1.02
H -0.67 -2.14 -1.54
C 2.73 1.49 -0.57
H -1.27 -1.42 5.70
H -0.02 -3.97 -1.54
H 3.84 -1.21 0.81
H -4.02 1.08 1.97
H -1.77 1.70 3.51
H -0.41 0.06 -3.66
O -0.44 -3.14 2.04
Se -0.71 3.04 -3.21
C 0.14 1.93 -4.57
H 3.33 -1.05 -1.46
C -2.84 2.13 -0.26
C 0.43 -0.27 -5.59
H 2.08 2.04 -1.25
C -3.57 0.13 1.62
H 0.38 -3.51 4.43
H 1.97 -2.16 -1.07
H 0.57 4.39 1.69
H 2.69 -1.05 2.18
C 1.18 -2.74 4.47
H 3.60 1.13 -1.13
P -2.41 0.44 0.26
C 0.89 2.50 -5.61
H 1.12 -2.20 5.42
H 3.72 0.34 1.68
O -1.44 -1.67 3.65
P 1.91 0.00 0.09
H -4.05 -0.40 -1.26
C -1.45 -0.80 4.81
H 1.80 2.22 -7.54
H 2.15 -3.23 4.38
C -2.98 -0.59 -1.11
H -2.57 2.89 0.48
H -3.07 -0.38 2.46
H -0.69 -0.02 4.76
C -1.07 -3.45 -3.22
H 1.50 -3.30 1.11
H -0.96 3.28 3.80
H -3.93 2.15 -0.40
H 2.42 2.11 2.70
H -2.42 -0.32 -2.02
H 1.15 3.56 -5.56
H -0.36 3.70 0.32
H -0.89 -4.46 -3.63
H -0.02 2.23 -2.21
H -2.07 3.04 2.41
H 1.70 -0.79 -2.18
O 1.08 -1.75 3.42
H 1.32 2.52 4.06
P 0.10 2.01 2.00
H 0.04 -3.62 0.12
*
```

These are the Löwdin partial charges, in e, on atoms 1 to 5: H 0.127; C -0.091; H 0.034; H 0.057; H 0.018

# 5
Formula: C6H9N
Source: the OMol25 dataset
Level of theory: wB97M-V/def2-TZVPD

E in eV: -7854.2101
Strongest force on any atom in hartree/bohr: 0.020
E_HOMO in eV: -8.86
Orbital gap in hartree: 0.3197
ΔE to the lowest compared entry with this formula, charge and spin in eV: 3.949

```
! RIJCOSX wB97M-V def2-TZVPD def2/J DEFGRID3
* xyz 0 1
H 1.44 -0.13 1.70
H -1.94 -1.76 -0.95
H -1.66 -0.83 0.59
H 2.37 -1.24 0.68
N -0.98 1.70 1.87
H 0.62 -1.43 0.82
C -1.80 -0.77 -0.50
H 0.11 1.95 -1.08
C -0.56 1.42 0.83
H 2.09 0.98 -0.45
H -2.77 -0.25 -0.67
C -0.91 0.08 -1.30
C 1.43 -0.69 0.76
H 1.36 -0.33 -1.38
C -0.07 1.04 -0.50
C 1.28 0.24 -0.44
*
```

These are the natural (NBO) partial charges, in e, on atoms 1 to 5: H 0.223; H 0.248; H 0.211; H 0.223; N -0.332

# 6
Formula: C33H69N3O30S6
Source: the OMol25 dataset
Level of theory: wB97M-V/def2-TZVPD

E in eV: -166232.5878
Strongest force on any atom in hartree/bohr: 0.225
SMILES: O=S1(=O)OCCO1.O=S1(=O)OCCO1.O=S1(=O)OCCO1.O=S1(=O)OCCO1.O=S1(=O)OCCO1.O=S1(=O)OCCO1.CNC(C)=O.CNC(C)=O.CNC(C)=O.C1CCOC1.C1CCOC1.C1CCOC1
E_HOMO in eV: -9.05
Orbital gap in hartree: 0.3401

```
! RIJCOSX wB97M-V def2-TZVPD def2/J DEFGRID3
* xyz 0 1
H -1.87 -1.13 -3.85
O 4.88 -1.96 1.33
C -1.90 3.66 0.71
C 4.64 0.85 -0.19
H -2.29 -5.75 0.85
S -0.34 -2.40 5.87
O 0.18 5.35 -3.09
O 2.32 -3.37 -4.41
S 1.01 4.47 -2.02
C -6.82 1.35 3.03
H 0.71 0.28 4.68
H 6.87 -2.31 1.35
H -3.05 0.23 1.88
N -4.52 0.42 3.34
C 3.99 2.12 -0.70
O -0.97 1.36 -3.95
O 1.56 0.06 2.15
O -0.89 2.67 4.80
H -4.04 2.54 0.10
C -0.96 5.70 -1.06
H 1.55 -3.94 -1.28
H 3.01 -4.57 -2.04
H -1.79 -3.52 1.78
H -1.19 -4.17 3.26
H -4.22 -0.04 -3.23
C -2.81 -1.95 -0.86
H -0.47 3.77 -5.69
O -0.69 -6.58 1.72
O -1.51 -2.11 5.06
H -4.37 -0.44 -0.60
C 5.78 -3.89 0.28
C 1.00 -0.15 -1.11
H 1.92 0.45 -1.10
H 6.31 -1.76 -0.20
S -0.35 1.91 3.70
C -4.63 3.09 -1.85
C -4.03 -1.15 -1.36
H -4.80 0.10 4.26
S 0.33 0.96 -4.81
H 2.64 1.35 2.52
O 0.30 5.13 -0.74
H -5.67 3.33 -1.60
H 0.50 -3.46 -3.43
N 3.92 2.32 -2.02
H 4.13 0.42 -2.71
C 1.02 2.54 1.68
O 1.53 1.56 -4.30
C -1.21 -4.35 2.19
O -1.89 -1.92 -1.97
H -2.54 1.09 3.29
O -0.32 -1.39 7.15
H 0.85 1.67 1.04
H -1.16 4.46 0.64
O -0.36 -1.39 2.03
H 1.38 3.35 1.07
O 0.96 -1.72 5.22
C -2.55 3.65 -0.64
H -0.87 0.44 6.43
H 0.43 -5.99 0.03
O 4.75 -2.88 -3.83
H -0.98 6.74 -0.74
H 4.02 -0.03 -0.39
H -3.15 -2.94 -0.56
C 2.00 2.18 2.81
C -1.60 2.56 -4.34
C 4.45 -4.14 0.92
O -0.19 2.83 2.38
S 3.40 -2.37 -3.74
O -4.99 1.68 1.57
H 3.83 -4.90 0.44
C -2.61 -1.47 -3.12
O -0.19 1.78 -6.10
C -0.21 0.71 -0.82
H 3.99 1.69 -4.04
N -3.78 3.10 -0.70
H 2.04 -0.05 5.83
O 0.35 -0.46 -5.10
O 2.39 4.86 -2.09
C -5.37 1.14 2.62
H 3.50 3.23 -2.21
H -4.80 2.11 -2.32
H -0.21 1.74 -1.18
H 5.67 -4.08 -0.79
H 2.91 -2.75 1.67
C -1.07 2.86 -5.76
H -1.76 4.73 -2.85
H -1.08 0.29 -1.32
H -1.50 6.50 -3.01
O -0.31 0.71 0.60
O 2.81 -2.60 -2.23
C 2.17 -3.87 -2.16
H 4.89 0.99 0.85
H -4.88 -1.73 -1.71
H -2.74 -0.69 3.38
C 1.45 -4.00 -3.50
O 1.09 -1.06 -0.03
H -7.45 1.61 2.18
H -1.77 2.98 -6.58
H 1.32 -6.39 1.48
C 0.05 -0.10 6.68
C -1.81 -5.71 1.83
O -0.94 0.63 3.42
H -1.33 3.31 -3.59
H -6.93 2.09 3.82
O 1.24 1.78 3.94
H -2.93 0.55 -2.25
O 3.13 -1.03 -4.15
C 4.37 1.42 -3.06
H -4.32 3.86 -2.55
C 0.43 -5.88 1.12
H 1.22 -5.03 -3.76
O 0.60 3.10 -2.10
O 3.51 2.92 0.11
H 6.59 -4.54 0.59
H -2.68 2.38 -4.28
H 0.05 -3.81 0.60
C -1.13 5.58 -2.58
C 1.04 -0.34 5.51
H -3.23 -2.23 -3.60
H 0.91 -0.68 -2.06
S 0.49 -0.48 1.36
H 2.60 3.03 3.14
C 6.04 -2.40 0.65
H -7.22 0.40 3.38
C -3.13 0.23 2.96
H -2.35 -1.39 -0.04
H 4.62 -4.50 1.93
C -3.46 -0.36 -2.52
H -2.57 3.98 1.51
H 3.41 -2.39 0.02
H 5.52 0.61 -0.79
H -2.47 -5.97 2.66
C 0.16 -4.41 1.51
O -1.98 4.10 -1.64
H -1.79 5.25 -0.51
H -1.44 2.72 1.02
O -0.02 -3.78 6.11
H 0.97 -3.97 2.10
C 3.75 -2.78 0.98
H 0.51 0.48 7.49
H 5.46 1.47 -3.12
*
```

These are the Löwdin partial charges, in e, on atoms 1 to 5: H 0.099; O -0.156; C 0.044; C 0.012; H 0.116

# 7
Formula: C4H12NS
Source: the OMol25 dataset
Level of theory: wB97M-V/def2-TZVPD

E in eV: -16656.0324
Strongest force on any atom in hartree/bohr: 0.085
E_HOMO (spin up / spin down) in eV: -12.92 / -12.88
Orbital gap (spin up / spin down) in hartree: 0.3239 / 0.3205
ΔE to the lowest compared entry with this formula, charge and spin in eV: 5.627

```
! RIJCOSX wB97M-V def2-TZVPD def2/J DEFGRID3
* xyz 1 1
H -2.08 1.06 -0.06
H -0.29 1.25 -0.59
H -3.24 -1.77 -0.42
H -0.68 -1.18 1.64
H 2.87 2.20 -1.30
N 2.28 0.87 0.13
C 0.03 -1.10 0.87
C -2.46 -1.55 0.22
H 0.65 -0.20 0.69
H -1.50 1.11 -1.83
H 0.72 -1.90 0.87
H 3.56 2.34 0.44
C -1.30 0.83 -0.79
H 4.22 0.97 -0.61
H -2.23 -2.65 0.66
C 3.24 1.58 -0.42
H -2.72 -0.87 1.12
S -1.06 -0.99 -0.62
*
```

These are the natural (NBO) partial charges, in e, on atoms 1 to 5: H 0.252; H 0.272; H 0.265; H 0.231; H 0.245

# 8
Formula: C56H54F8NO2
Source: the OMol25 dataset
Level of theory: wB97M-V/def2-TZVPD

E in eV: -86266.2029
Strongest force on any atom in hartree/bohr: 0.022
E_HOMO in eV: -10.32
Orbital gap in hartree: 0.2293

```
! RIJCOSX wB97M-V def2-TZVPD def2/J DEFGRID3
* xyz 1 1
H -7.99 -1.03 -0.50
C -1.77 -7.69 5.52
H 2.91 4.84 -1.82
H -5.29 -0.12 4.83
C -0.42 -9.09 6.89
C -5.05 -4.17 3.43
H 3.01 6.61 -4.31
C 5.12 -0.81 0.88
F -7.80 -5.45 0.22
H 6.90 1.44 -0.94
C -2.73 2.07 5.22
H -0.53 -5.17 -0.83
C -7.93 -3.12 -0.06
H -3.51 -3.37 4.69
C -1.24 -8.24 4.37
F 1.61 6.03 -0.19
C -4.36 0.30 5.17
H -2.76 -4.13 -0.68
C 2.44 6.51 -5.23
C -7.47 -2.18 -2.23
H -1.58 -7.90 3.40
H 4.89 3.25 -3.28
C -3.93 1.55 4.76
C 0.33 -3.52 -1.89
N 1.00 1.77 -2.75
F 2.91 -1.06 0.12
C 0.98 6.38 -7.59
C -4.32 -5.65 1.68
C -5.34 -4.99 2.35
H -6.97 -3.59 -3.77
C 2.74 8.09 0.08
H -7.17 -5.57 -2.28
F -1.34 -0.46 -2.86
C -2.71 -4.66 3.19
C 4.53 -2.58 -0.66
C 1.80 2.37 -0.68
H 6.14 -3.85 -1.27
C 1.72 7.36 -0.47
H 7.84 -2.65 0.06
O 7.17 3.81 -0.23
H 0.08 8.23 -6.94
H -2.40 3.05 4.90
H 7.25 1.95 -2.59
F -2.71 -6.72 5.41
C -3.57 -0.41 6.05
H 0.24 1.55 -3.39
H 3.61 10.04 0.21
O 6.00 4.47 -2.00
C -2.19 -2.35 -1.71
H 0.15 -9.67 3.61
C -0.70 -4.19 -1.26
H 4.02 4.13 -0.66
C 1.91 5.38 -7.29
C 0.12 -2.26 -2.43
C 4.20 -1.49 0.12
H -1.68 -4.55 3.49
C 0.84 9.27 -1.57
C 6.56 2.08 -1.76
H -0.02 7.30 -1.71
H -6.36 -5.13 2.02
H 0.91 -1.72 -2.94
C 1.52 7.48 -5.55
C -7.24 -3.46 -2.73
C -7.81 -2.02 -0.89
H -5.85 -3.66 3.95
C 4.79 4.15 -2.67
C 2.86 2.70 -1.77
C 2.64 5.46 -6.11
C 3.61 4.02 -1.67
H 4.62 4.97 -3.37
C 1.87 10.04 -1.03
C 2.82 9.44 -0.21
C -7.35 -4.57 -1.91
H 1.78 0.36 -1.44
F -3.98 -1.63 6.46
H -1.79 -0.51 7.22
H -4.54 2.13 4.08
H -1.01 1.73 6.47
C -1.95 1.33 6.10
H 7.18 -0.70 1.44
H 5.57 1.74 -2.06
H 3.39 4.70 -5.90
C 1.08 1.21 -1.38
F 1.37 8.51 -4.71
C -3.03 -5.46 2.11
C -2.37 0.08 6.53
H 3.77 -3.09 -1.23
H 1.09 3.21 -0.62
C 0.77 7.92 -1.30
C -7.70 -4.37 -0.59
H 0.10 9.72 -2.21
C -1.14 -1.70 -2.33
H -1.83 -7.64 7.66
C 6.44 -1.23 0.86
C 0.79 7.44 -6.72
H -4.52 -6.29 0.83
C 6.81 -2.32 0.08
H -7.38 -1.32 -2.87
H 1.31 -3.97 -1.96
C -0.28 -9.23 4.50
C 5.86 -3.00 -0.67
H 0.42 6.33 -8.51
C 6.60 3.50 -1.25
C 0.13 -9.66 5.75
H -3.16 -1.87 -1.65
H -0.11 -9.42 7.87
H 1.93 11.10 -1.25
C -3.74 -4.01 3.85
C -1.38 -8.10 6.78
H 0.88 -10.43 5.84
H 2.09 3.14 -3.90
H 3.57 1.86 -1.73
H 0.12 0.91 -0.96
C 1.98 2.57 -2.97
H 2.17 2.09 0.30
F -2.02 -6.09 1.45
H 2.07 4.57 -7.98
H -8.20 -3.02 0.98
C -1.96 -3.60 -1.17
H 3.47 7.61 0.73
H 4.81 0.04 1.48
*
```

These are the Löwdin partial charges, in e, on atoms 1 to 5: H 0.105; C -0.281; H 0.107; H 0.117; C -0.083

Question: Which of these has the highest strongest force on any atom?
Answer: C33H69N3O30S6